(P)
Computed, not measured: an isolated ion of composition C4H8NOS and charge -1, with wB97M-V/def2-TZVPD.

Geometry as XYZ:
```
15
Properties=species:S:1:pos:R:3:nbo_charge:R:1
C 1.83 -0.82 0.48 -0.416
N 0.97 -0.16 -0.51 -0.648
C -0.43 0.22 0.02 -0.189
C -1.53 -0.65 -0.60 -0.520
S -3.11 -0.12 0.11 -0.690
C -0.62 1.69 0.00 0.420
O 0.16 2.49 0.49 -0.589
H 2.12 -1.78 0.06 0.176
H 1.41 -0.85 1.50 0.189
H 2.77 -0.33 0.74 0.174
H 1.39 0.65 -0.92 0.357
H -0.47 -0.10 1.08 0.218
H -1.27 -1.69 -0.40 0.184
H -1.61 -0.61 -1.72 0.182
H -1.63 2.05 -0.33 0.151
```

Values from the calculation:
- LUMO level: 3.76 eV
- Total charge: -1
- HOMO-LUMO gap: 6.4 eV


(Q)
Computed, not measured: an isolated ion of composition C4H8NOS and charge -1, with wB97M-V/def2-TZVPD.

Geometry as XYZ:
```
15
Properties=species:S:1:pos:R:3:nbo_charge:R:1
O -0.40 -3.19 -0.16 -0.635
C -0.55 -2.00 -0.30 0.522
N 0.35 -1.20 0.51 -0.641
C 0.44 0.35 0.44 -0.087
C -1.09 0.91 0.57 -0.565
S -1.32 2.61 0.85 -0.643
C 1.06 0.80 -0.82 -0.655
H -1.06 -1.37 -1.03 0.142
H 0.94 -1.67 1.09 0.379
H 0.97 0.76 1.33 0.210
H -1.48 0.17 1.40 0.159
H -1.72 0.68 -0.31 0.172
H 0.84 1.92 -1.26 0.238
H 2.08 1.14 -0.63 0.205
H 0.94 0.08 -1.67 0.201
```

Values from the calculation:
- LUMO level: 3.72 eV
- Total charge: -1
- HOMO-LUMO gap: 6.2 eV


Of the structures shown above, (Q) is the least stable.